1.
Below is C66H163As2F12N9O13 as an isolated structure, with properties calculated with ωB97M-V/def2-TZVPD.

XYZ file:
```
265
Properties=species:S:1:pos:R:3:forces:R:3
O 6.031 -1.118 -1.966 0.0 1.7 0.9
H -0.519 -3.496 -1.058 0.9 0.1 0.0
H 4.750 -3.757 1.638 0.2 0.0 0.0
H -3.650 -3.550 4.058 0.5 0.1 -0.1
H -0.419 6.712 1.973 0.0 0.0 -0.3
H -0.527 -1.004 -2.851 -0.6 0.7 -0.3
H -1.052 0.393 -8.442 0.3 -0.3 -0.2
H -8.175 0.454 -0.758 0.5 -0.3 -0.2
C -0.235 -6.014 -0.072 1.5 -0.8 -1.7
H -0.514 -6.055 0.956 -1.0 0.0 0.6
O -5.263 -0.105 2.720 0.5 1.5 0.3
H -1.199 4.316 2.241 -0.2 0.7 0.1
N 0.834 -3.173 3.649 0.2 -0.6 1.3
H -1.574 6.023 -5.074 0.8 -0.5 -0.3
H 3.352 -3.473 2.661 -0.1 0.2 -0.4
H 2.764 5.145 3.351 -0.4 -0.1 -0.6
C -2.098 6.396 -2.585 0.6 0.5 0.3
H 6.900 1.541 -3.734 -0.1 0.0 -1.5
C -2.809 4.325 -3.671 -1.1 -2.7 0.6
H -1.087 -1.107 -5.297 0.1 -0.3 -0.2
H -5.747 0.317 -1.212 -0.1 -0.2 0.8
C 7.135 3.142 -1.921 -1.7 -0.4 1.9
H -0.121 -7.028 -0.467 0.3 0.0 0.6
H 1.007 -4.344 0.475 -0.1 0.5 0.3
H 2.780 -1.432 3.303 -0.2 0.2 0.0
H 0.487 2.359 6.524 -0.1 -0.6 0.6
H -0.091 4.639 3.573 0.0 0.6 -0.6
H -0.896 2.588 0.689 -0.1 0.2 0.3
H 1.144 -1.742 -8.717 -0.6 0.7 0.3
H -1.671 0.323 -3.448 0.5 -0.3 0.2
N 0.568 3.383 2.066 -0.4 -1.2 -1.5
H -5.584 0.527 4.617 0.3 0.5 -0.2
C -1.254 -0.659 -8.720 -0.6 0.6 0.1
C 5.679 1.537 -0.598 -0.1 -0.8 -1.2
C 2.054 3.505 1.974 0.4 1.4 -0.6
H 1.135 -2.340 -3.754 -0.6 0.2 -0.3
H 7.896 2.757 -1.268 0.5 -0.1 0.2
H -2.831 3.983 -4.696 0.3 0.3 -0.5
H 4.467 3.126 0.066 0.1 -0.1 0.5
N -1.269 -5.456 -1.002 -0.9 1.2 1.0
H 6.661 4.012 -1.482 0.3 0.3 0.1
H -1.269 -7.895 -2.376 0.1 -0.5 0.2
C -6.557 -1.606 1.497 -0.5 1.6 0.0
H 2.709 -3.195 -6.180 0.3 0.3 -0.5
H -7.355 -2.335 1.546 0.1 -0.2 0.2
H 0.860 2.538 -2.561 -0.5 0.1 0.2
H 0.781 2.105 0.402 0.0 0.5 -0.2
F -3.239 -4.301 -4.962 0.2 0.7 0.0
H 2.510 2.592 1.583 -0.5 -0.2 0.5
O 0.272 0.397 6.074 -1.0 -0.1 0.0
H -3.766 3.912 -3.311 0.7 -0.2 0.4
C -1.620 3.619 -2.967 -0.4 1.2 -0.3
H -1.240 -1.755 8.615 0.3 0.0 0.1
H -6.465 5.722 -3.727 -0.5 0.2 0.1
C 0.248 5.896 1.708 -0.1 -1.4 -0.2
O -0.524 3.569 -3.859 1.6 0.0 0.6
H -0.447 0.486 -5.535 -0.1 0.2 0.0
C -5.618 -0.013 -0.149 0.5 1.5 -1.9
H -2.333 -0.753 -8.735 -0.2 -0.1 0.2
H -0.283 -5.104 -2.869 0.0 0.8 0.1
C 0.447 -0.902 6.562 0.7 -0.3 0.4
H 2.212 4.234 1.176 -0.1 -0.1 -0.2
C 0.200 2.213 2.956 0.8 -0.3 0.1
N -3.012 5.793 -3.592 1.4 -0.2 -0.5
F -4.505 3.242 -1.116 0.1 0.3 0.0
O 2.976 0.374 -1.787 -0.2 -0.3 0.0
H -2.374 6.107 -1.582 -0.2 -0.1 0.2
H 4.065 1.962 -2.691 0.1 0.2 0.4
H 0.608 -0.910 -0.852 0.3 0.0 0.3
H -3.993 -0.871 0.958 0.1 -0.2 -0.2
H -5.729 1.869 3.476 -0.2 -0.2 -0.7
H -1.973 -0.073 7.350 0.4 0.6 0.7
C -0.546 -1.801 5.894 -0.2 -0.9 0.2
H 0.972 0.149 -7.149 -0.3 0.8 0.2
H 5.956 -0.298 1.947 -0.2 -0.2 -0.4
F -4.765 5.274 0.349 0.3 -0.7 0.0
H 2.949 -3.652 -0.832 0.2 0.4 0.5
F -5.659 3.058 1.035 0.6 0.1 0.0
H -3.282 -5.481 -1.222 -1.0 0.3 -0.6
H -1.623 -2.468 0.767 0.0 0.7 -0.2
C 0.852 1.373 6.889 0.4 1.5 -0.8
H 1.677 -1.509 0.475 -0.6 0.4 1.1
H 6.593 -3.172 0.861 0.0 0.5 0.2
C -1.444 -3.939 -0.750 0.2 -0.3 -1.8
H -3.242 5.755 -5.651 0.3 0.2 -0.1
H -1.979 2.117 2.750 0.4 0.1 0.3
N 6.019 2.102 -1.981 1.6 0.3 -0.3
H 3.791 3.753 3.173 -0.2 0.0 -0.2
C 1.103 -5.273 -0.071 -0.4 0.8 -1.8
H -2.576 -7.098 -1.190 -0.2 -0.4 0.2
H -3.375 -3.530 6.437 -0.1 0.6 0.1
O 1.586 -2.904 4.693 -1.3 -0.8 -2.7
H -2.169 3.990 6.066 -0.5 0.4 -0.4
C -2.593 -6.122 -0.741 0.8 0.6 0.5
H -2.116 -3.582 -1.528 -0.3 -0.3 0.3
F -3.368 2.157 0.704 0.7 -1.8 0.0
H 1.816 0.942 -4.594 -0.3 -0.4 0.1
C -7.051 -1.718 -2.312 -0.2 0.3 0.5
H -1.828 -3.846 5.683 -1.1 0.6 -0.1
N -6.754 -0.904 0.131 0.4 -1.5 0.8
H -2.781 -6.100 0.314 -0.1 -0.4 0.5
H 0.195 5.599 0.648 -0.3 0.8 0.2
C -4.469 6.058 -3.195 0.6 0.9 -0.5
H -1.900 8.252 -4.647 -0.1 0.6 0.8
H 2.366 -0.801 -6.800 -0.3 -0.4 -0.9
C 2.045 -0.131 -4.595 0.5 0.4 -0.7
H 7.595 -2.145 1.966 -0.7 0.0 -0.6
H -3.535 0.111 -0.404 -0.2 -0.4 -0.1
H 0.911 -2.855 -7.547 -0.9 -0.1 0.7
As -4.092 3.674 0.533 -2.1 1.2 -0.8
O 0.072 -4.190 3.668 1.2 1.7 0.0
H 0.772 1.245 7.972 -0.5 -0.1 -0.1
C 0.765 3.452 -3.162 -1.6 -0.4 0.0
F -3.624 3.949 2.141 0.1 0.6 1.2
C 6.617 1.009 -2.868 0.4 1.0 2.5
H -0.895 -1.385 4.946 0.5 -0.1 0.1
C 6.830 -2.135 1.154 0.4 0.8 -0.4
H -3.898 -1.911 4.542 0.1 0.6 -0.5
H 0.156 3.747 -0.079 0.4 0.2 0.2
C 2.740 4.063 3.183 0.6 -0.3 1.8
C -2.616 -3.042 5.820 1.8 -2.4 0.3
H -4.185 -1.521 -0.711 0.3 -0.4 -0.3
H 5.055 1.958 1.301 -0.3 0.2 0.2
H 6.473 0.788 -0.372 -0.4 0.9 0.1
H -0.596 -7.357 -3.887 -0.2 0.4 0.0
C -0.617 -7.160 -2.813 -0.1 1.2 0.2
C 5.326 2.550 0.433 0.7 0.7 0.2
H -2.647 -0.361 5.773 -0.2 0.2 -0.2
H 3.037 -4.168 -2.495 0.0 -0.1 0.2
H -7.558 -2.764 -0.476 0.0 0.3 -0.1
C 4.670 -3.110 4.849 -1.0 0.8 1.2
H 2.099 -1.835 -1.065 0.0 -0.2 -1.0
C -0.184 4.640 2.474 0.4 -0.5 0.5
F -3.917 -3.849 -2.702 -0.1 -0.6 0.3
C 1.267 -0.818 -6.802 1.3 -0.2 -0.1
C 4.092 0.085 3.966 -1.6 1.6 -0.9
H -5.522 6.424 -5.066 -0.1 -0.4 -0.1
C 2.467 0.194 -0.644 0.2 0.7 -0.8
As -3.408 -2.837 -4.037 -2.8 -1.8 -2.6
H -8.174 0.477 0.971 0.5 -0.4 -0.2
C 1.638 -1.051 -0.493 0.0 -0.7 -0.1
H 0.368 -3.474 7.481 0.1 -0.2 -0.3
C -2.750 7.788 -5.115 0.8 0.1 -0.8
O 5.083 0.942 3.406 -0.2 -0.5 0.4
H -3.723 8.099 -4.744 0.1 0.6 -0.3
C 1.209 -2.356 -4.847 -0.1 0.3 -0.4
C 5.356 -2.311 -2.136 0.4 -0.8 -0.5
H 6.200 -0.654 -3.914 -0.3 -0.2 -0.4
C -8.022 -0.188 0.109 -1.2 0.9 0.3
C -6.534 -0.679 2.729 0.5 -2.1 -0.7
H -4.616 5.554 -2.256 0.0 -0.4 0.3
H 3.167 0.669 4.269 1.0 -0.2 -0.1
H 4.743 1.007 -0.780 0.3 -0.3 -0.1
C 5.562 1.854 4.353 -0.5 0.2 1.8
H 1.903 -5.825 0.428 -0.2 -0.4 -0.3
H 1.477 -1.295 6.395 -0.6 0.3 -0.2
C -2.589 6.320 -4.980 -1.8 -0.5 0.6
C 5.597 -1.233 1.503 1.6 -0.9 1.1
N 1.025 -0.925 -5.341 -0.5 -0.4 1.8
H 0.438 1.297 2.436 -0.1 -0.2 -0.8
C -2.557 -0.746 6.777 -0.5 -1.5 -0.3
H 6.300 2.508 3.950 0.3 0.5 -0.8
H -2.891 -3.703 0.825 0.2 0.2 -0.2
C 0.615 -1.817 -7.732 0.7 0.1 -1.1
H -0.944 -0.902 -9.720 0.6 0.1 -0.5
C 4.005 -3.015 1.908 -0.1 -0.6 0.6
H 0.983 4.309 -2.511 -0.1 0.0 -0.3
H 5.735 -2.769 -3.055 -0.5 -0.3 -0.1
O 1.461 -4.904 -1.464 0.8 -1.2 2.0
H -1.358 4.274 -2.140 0.1 -0.6 0.6
H -5.727 0.915 0.435 0.2 -0.6 0.1
C -1.176 2.105 3.521 -1.4 -0.3 -0.1
C 4.830 2.744 -2.618 -0.6 -1.0 -0.2
H 0.409 -2.970 -5.287 0.2 0.3 0.3
H -8.806 -0.928 0.118 -0.4 -0.2 0.0
C -6.796 -2.076 -0.859 0.0 -0.2 0.0
H -2.646 2.382 6.014 0.2 -0.7 -0.4
H 7.565 0.759 -2.388 0.0 -0.1 0.1
H -3.535 -0.973 7.214 0.2 0.3 0.0
H 4.727 0.058 -3.172 0.6 -0.5 0.4
O -1.349 3.135 4.467 -0.3 -0.3 0.8
C 5.802 -0.200 -3.002 -0.7 -0.7 -1.6
H -0.182 -3.861 9.058 -0.3 -0.1 -0.2
H -3.428 3.449 4.837 0.1 0.3 -0.2
F -1.772 -2.940 -3.563 1.6 -0.5 0.3
H -6.641 -1.404 3.561 0.0 0.4 0.1
H -1.171 1.077 3.949 -0.2 0.5 0.2
H 2.103 -0.549 -3.597 0.2 0.5 0.2
H -7.334 0.018 2.814 -0.6 0.8 -0.1
H 6.159 -3.069 3.423 0.5 -0.3 -0.6
H -2.060 7.468 -2.670 -0.8 0.4 0.0
N -1.808 -2.058 6.671 -1.4 1.7 -1.7
H -1.879 2.603 -2.629 -0.2 0.4 0.0
H 5.660 -2.935 -1.322 0.2 -0.6 0.5
H 6.044 -1.540 4.197 -0.3 0.1 0.0
C 5.081 3.253 -4.010 0.1 0.8 -1.0
C -0.341 -0.416 -4.934 -0.7 0.7 -0.4
H 4.453 3.498 -1.925 0.2 0.1 -0.2
H -2.522 8.049 -6.161 -0.9 0.0 0.1
H 3.781 -2.546 5.173 0.3 -0.3 -0.1
C -4.250 -0.659 -0.081 0.1 1.0 0.9
H 1.278 6.178 1.889 0.1 0.1 0.3
C -2.495 3.233 5.348 1.1 -0.2 0.2
H 3.460 -2.745 0.997 0.1 0.4 0.5
H 2.445 -3.906 -4.645 1.0 0.4 0.0
H 7.336 -1.676 0.256 -0.6 -0.4 0.9
H -4.138 1.269 3.886 -0.1 -0.5 -0.5
H -0.127 -2.800 5.781 0.0 0.5 -0.4
N 4.677 -1.843 2.563 0.1 -1.0 -0.6
H 1.895 1.371 6.652 1.2 0.1 0.2
H -6.333 -1.009 -2.709 0.1 0.1 0.0
H -0.949 -4.684 7.705 0.1 -0.2 -0.3
O 2.598 1.003 0.301 -0.1 -0.3 0.5
C 5.450 -2.371 3.812 0.4 0.4 -1.1
C 2.826 -4.509 -1.472 0.0 0.4 -1.3
H -2.540 -2.868 8.428 0.3 -0.2 -0.2
H 4.336 4.028 -4.223 0.0 -0.2 -0.1
C -3.125 -2.661 4.433 -0.4 -0.2 1.5
H 7.499 3.362 -2.879 0.5 0.1 -1.1
F -2.562 4.293 -0.017 0.5 0.3 -0.3
H 3.301 -0.343 1.989 0.0 0.2 0.0
H 3.401 -2.290 -4.750 -0.4 -0.8 -0.2
C -0.645 -0.077 -3.460 1.4 -0.8 -0.3
C -5.522 5.708 -4.243 1.3 -0.6 0.6
C -1.830 -3.507 0.608 -0.7 -1.2 1.5
C -1.087 -5.701 -2.485 1.6 -1.5 -0.6
H -1.043 6.156 -2.750 -0.3 -0.6 -0.3
H -5.555 -2.016 1.487 -0.2 -0.6 -0.3
H 4.716 2.445 4.772 0.5 -0.2 -0.2
H 1.498 3.316 -3.917 0.7 0.4 -0.8
F -3.552 -1.600 -2.928 -0.5 2.5 1.2
H 2.999 -0.222 -5.128 -0.1 -0.1 0.4
H -1.277 -4.018 1.404 0.1 0.1 -0.1
H 5.023 2.502 -4.812 -0.2 0.0 0.5
H -5.847 -2.583 -0.711 0.1 0.0 -0.2
H 3.612 -5.241 -1.228 -0.7 -0.4 0.1
H -8.060 -1.331 -2.434 -0.1 0.1 -0.1
H -6.966 -2.608 -2.918 0.1 -0.3 -0.1
C -0.530 -3.739 8.021 -0.3 0.6 1.3
C -5.168 0.956 3.673 -0.3 -0.7 1.7
F -5.110 -2.680 -4.585 1.7 0.0 0.6
H 6.067 1.375 5.213 -0.3 -0.2 -0.3
H 0.420 -7.240 -2.479 -0.2 -0.4 0.1
C -1.561 -2.595 8.009 0.2 -0.8 0.9
H -2.013 -5.435 -2.954 -0.4 0.1 -0.2
H 6.153 3.224 0.717 -0.3 -0.2 -0.1
H -2.275 -2.401 3.828 -0.1 0.2 -0.7
H 5.294 -3.220 5.751 0.0 0.0 -0.4
H -5.339 4.654 -4.522 -0.3 0.6 -0.5
C 0.129 2.950 0.656 -0.1 -0.7 0.6
H 4.965 -1.048 0.649 -0.2 0.1 -0.3
C 2.580 -2.924 -5.146 -0.6 -0.8 0.5
C 3.602 -0.839 2.908 0.4 -1.0 0.4
H -4.419 7.106 -2.979 -0.5 0.7 0.2
H 6.036 3.748 -4.194 0.0 0.1 0.3
H 4.335 -4.096 4.562 0.0 -0.2 -0.2
F -2.897 -1.754 -5.297 -0.4 -0.3 0.0
H 4.405 -0.471 4.825 0.5 0.0 0.7
H 0.892 2.133 3.777 0.3 0.7 0.5
H 2.354 3.663 4.136 0.0 -0.1 -0.3
H 0.096 0.642 -3.075 -0.5 0.0 0.0
O 0.860 -2.403 2.661 0.0 -0.6 0.6
H 0.334 -0.919 7.652 -0.1 0.1 0.0
O -0.776 -1.587 -7.788 0.7 -1.2 0.7
H 4.274 -2.247 -2.107 -0.3 0.4 -0.3
```
Forces are in eV/Å.

**Net charge**: +4
**Largest force on an atom**: 4.2 eV/A
**Multiplicity**: 1
**HOMO-LUMO gap**: 0.36723 Eh

***

2.
Below is C66H57N8O6SSe2Y as an isolated structure, with properties calculated with ωB97M-V/def2-TZVPD.

XYZ file:
```
141
Properties=species:S:1:pos:R:3:forces:R:3
H 6.366 -4.420 1.583 0.0 -0.1 0.1
C 6.747 -1.333 0.281 0.0 0.1 -0.1
H -5.116 8.031 5.236 -0.1 0.0 0.0
C -2.849 1.971 -3.502 -0.3 0.2 -0.3
C 1.208 -3.234 -3.185 0.2 -0.1 0.1
O 4.727 0.588 -4.127 0.8 0.3 0.0
H -0.521 0.457 5.828 0.0 0.0 0.1
O -5.979 6.184 4.817 0.2 -0.4 -0.1
H 0.731 -3.575 -4.090 -0.1 0.0 -0.1
H -2.078 4.441 -2.028 -0.1 0.1 -0.1
H 2.787 0.071 -4.332 0.1 0.0 0.1
C -5.174 4.068 4.185 -0.1 0.3 0.2
H -2.246 -6.428 -3.440 0.0 0.0 -0.1
C -2.419 -6.099 -2.426 -0.1 -0.4 -0.2
H -3.837 -2.959 -2.316 -0.1 0.0 0.0
C -2.168 4.168 0.129 -0.1 -0.1 -0.1
H -0.126 -4.997 1.027 0.0 -0.1 0.0
H 5.126 -0.802 7.285 0.0 0.0 0.0
H 7.518 -0.635 -0.010 0.1 0.1 0.0
H -6.892 7.945 5.076 0.1 0.0 0.0
N -1.820 1.911 0.092 0.3 -0.1 0.1
H -2.943 5.045 -8.609 0.0 0.0 0.1
H 3.716 2.647 3.242 0.0 -0.1 0.1
H -4.094 4.729 -5.053 0.0 0.0 0.0
C 3.344 2.828 -4.981 -0.6 -0.2 -0.1
C -0.859 0.719 4.843 -0.1 0.2 0.1
C 5.004 -1.776 7.771 0.2 0.0 0.0
Se 2.528 2.424 -0.742 0.1 0.2 0.1
C -2.281 -1.929 -1.080 -0.3 -0.1 0.1
C -2.159 -4.371 -0.749 0.0 -0.2 -0.2
H 1.118 -2.227 8.032 0.0 0.0 0.1
O 3.649 -2.109 7.921 -0.4 0.0 -0.1
C 6.101 -3.455 1.173 0.1 -0.2 0.0
C -4.974 5.447 4.217 -0.1 -0.1 0.0
C 4.767 -3.121 1.007 -0.2 0.2 -0.1
C 2.994 -1.542 0.184 0.0 0.9 1.0
C -2.011 2.969 0.912 -0.1 -0.1 -0.1
C -2.024 2.349 -1.185 -0.3 -0.1 -0.2
H 5.549 -2.532 7.193 0.0 0.0 0.0
O 4.705 3.229 -4.870 0.5 0.3 0.0
Y 0.079 0.335 0.120 -0.2 0.0 0.0
N 2.392 -0.574 0.820 0.1 -0.2 -0.4
C -3.189 -6.483 -0.185 0.0 -0.3 -0.1
C -2.745 -5.230 0.183 0.0 0.0 -0.2
H -4.190 5.397 -7.392 0.1 0.0 0.0
C 1.051 -1.574 4.698 0.3 0.0 0.1
H 0.973 2.260 -4.815 0.1 0.0 0.1
H 3.048 -4.314 -3.491 0.0 0.0 0.0
C -3.507 -8.604 -3.114 0.0 0.0 -0.2
N -1.098 0.626 2.561 0.0 -0.1 -0.4
H 5.166 1.417 -3.889 0.1 -0.2 -0.2
H -6.071 3.666 4.633 -0.1 0.0 0.0
C 3.319 2.929 -2.492 -0.1 -0.2 0.4
C -2.881 5.138 3.077 0.1 -0.3 0.0
H 4.673 1.255 3.027 0.0 0.0 0.0
C 3.081 -3.099 -1.734 0.0 0.2 0.3
H -0.433 -1.996 -2.589 0.0 0.0 0.0
C -2.571 0.064 -1.927 -0.4 0.1 -0.2
C 2.839 2.137 -3.700 0.4 0.1 -0.3
H -1.515 -4.199 -2.775 0.0 0.1 -0.1
C -2.746 1.746 -5.910 -0.2 0.2 -0.3
C -2.106 3.791 -1.174 0.1 0.0 0.1
C -1.739 -3.013 -0.367 0.4 0.3 0.4
C 0.136 -2.032 2.443 -0.3 0.1 0.1
C 4.415 -1.892 0.458 0.1 0.0 0.3
H 5.135 -0.036 -0.303 -0.1 0.2 0.0
C 3.317 -1.788 5.516 0.2 -0.1 0.3
C -0.145 -3.974 1.360 0.1 -0.1 0.0
H -3.620 7.039 3.693 0.0 0.1 0.0
C 0.192 -1.192 3.563 -0.2 0.2 -0.3
C -1.992 -4.838 -2.049 0.0 0.1 0.2
H -0.478 -1.900 6.165 -0.1 0.1 0.0
C 3.393 0.704 -3.675 -0.7 -0.3 0.2
H -1.966 5.561 2.694 0.1 0.0 -0.1
H -2.276 5.169 0.507 0.0 0.1 0.0
C 2.356 -2.197 -0.935 -0.4 -0.5 -0.8
C -0.552 -0.003 3.630 0.0 -0.2 -0.2
C -1.730 1.721 3.036 -0.1 0.1 -0.1
Se 0.371 0.567 -3.103 0.0 0.1 0.1
C -3.480 3.201 -3.693 0.0 -0.2 0.2
C -3.644 3.749 -4.956 -0.1 0.2 -0.4
C -3.227 4.898 -7.565 0.0 0.2 0.0
H 3.307 0.307 -2.655 -0.1 0.1 -0.1
H -2.467 5.351 -6.918 -0.1 0.0 0.0
H -3.867 3.746 -2.844 0.1 0.0 0.0
C -3.039 -6.924 -1.498 -0.1 -0.1 0.1
O -3.306 3.511 -7.375 0.0 -0.4 0.3
C -5.944 7.578 4.675 0.0 0.2 0.0
C -3.314 -2.049 -2.074 0.1 -0.1 0.0
H -4.002 -7.885 -3.777 0.0 0.0 0.0
H -2.096 0.256 -4.537 0.1 0.0 0.0
O -3.538 -8.182 -1.778 0.1 0.3 0.3
C 2.810 1.147 2.300 -0.7 0.3 -0.1
H 8.141 -2.836 0.907 0.0 0.0 0.0
H 5.420 -1.736 8.779 0.0 0.0 -0.1
C -3.084 3.766 3.000 0.0 0.3 0.1
H -2.480 -8.763 -3.466 -0.1 0.0 0.0
S 1.398 2.065 2.132 -0.1 -0.2 -0.2
H -2.496 1.180 -6.794 0.1 -0.1 -0.1
C 1.305 2.160 -3.773 -0.4 -0.2 0.0
C -0.843 -2.895 0.703 -0.3 -0.1 -0.3
H -4.182 -0.507 -3.370 -0.1 0.0 -0.1
C -2.443 1.458 -2.189 0.2 0.0 0.7
H 4.095 -3.355 -1.472 0.0 0.0 0.0
H 3.094 3.991 -2.632 0.1 -0.1 -0.1
H 4.374 -1.763 5.303 0.1 0.0 0.0
H 3.988 -3.819 1.289 -0.1 0.0 0.0
H 0.920 3.010 -3.204 0.1 0.0 -0.1
C -2.202 2.815 2.299 0.5 -0.4 0.0
C 2.498 -3.624 -2.863 -0.3 0.0 -0.1
H -2.875 -4.887 1.199 0.0 0.0 0.1
C 0.490 -3.431 2.431 0.0 -0.1 0.0
C -3.817 5.976 3.665 -0.2 0.3 0.2
H -4.411 2.182 3.552 0.0 -0.1 0.0
C -1.641 1.760 4.481 0.2 -0.2 0.3
C 2.425 -1.599 4.478 -0.2 0.0 0.1
H -2.050 2.528 5.113 0.0 0.0 0.1
N 3.158 0.001 1.761 0.9 -0.5 0.2
C -3.236 3.039 -6.074 0.0 -0.1 -0.1
C 5.418 -0.992 0.112 -0.1 -0.1 -0.1
H 1.102 -3.919 3.172 0.0 -0.1 0.0
H -5.859 7.872 3.622 0.0 0.0 0.1
C 0.561 -2.345 -2.343 -0.1 -0.1 -0.3
H -3.658 -7.142 0.531 -0.1 0.0 0.1
N 1.097 -1.853 -1.237 0.3 0.3 0.4
C -2.546 1.229 -4.651 0.0 0.0 0.0
H 4.400 2.829 -2.360 0.0 0.1 -0.1
H 2.722 3.713 -5.184 0.0 -0.1 0.1
N -0.593 -1.730 1.342 0.3 0.3 -0.3
H 2.803 -1.416 3.484 0.1 0.1 -0.1
N -1.887 -0.630 -0.988 0.5 0.0 -0.1
C 2.843 -1.974 6.807 0.0 -0.1 0.1
C 1.470 -2.043 7.027 0.2 0.0 0.2
C -3.483 -0.811 -2.611 0.1 0.1 0.0
C 0.586 -1.845 5.984 0.1 0.0 -0.1
H 3.224 2.120 -5.812 0.0 0.1 0.0
H -4.050 -9.549 -3.148 0.1 0.0 0.0
H 5.010 3.481 -5.746 0.0 -0.1 0.1
C -4.244 3.248 3.589 0.1 0.1 -0.1
C 7.096 -2.570 0.795 0.1 0.0 0.1
N 3.751 1.641 3.179 0.3 0.0 0.1
```
Forces are in eV/Å.

**Net charge**: -2
**Largest force on an atom**: 1.3 eV/A
**Multiplicity**: 1
**HOMO-LUMO gap**: 0.16406 Eh

***

Number 1: DFT total energy -9752.0542 Ha. Number 2: DFT total energy -8678.2483 Ha.